C33H19F4N12O2Ti as an isolated structure at a distorted geometry, computed with wB97M-V/def2-TZVPD.

The strongest force on any atom is 1.3 eV Å⁻¹. As for the net charge: +3. The calculation puts the energy relative to the best compared isomer or geometry (same formula, charge and spin) at 7.1 kcal per mole.

CARTESIAN COORDINATES (ANGSTROEM)
Ti -1.326 -0.480 -1.140
C 2.522 2.992 0.909
N 1.267 2.252 0.604
C 1.090 1.297 -0.270
N -0.196 0.878 -0.196
C -0.738 1.678 0.805
N 0.123 2.507 1.297
C 3.660 2.046 1.200
C 4.947 2.417 0.831
C 6.022 1.605 1.172
C 5.814 0.419 1.857
C 4.521 0.041 2.210
C 3.447 0.862 1.894
C 4.308 -1.210 2.939
N 5.175 -1.936 3.535
N 4.469 -3.012 4.087
C 3.242 -2.831 3.775
O 3.040 -1.698 3.041
C 2.084 -3.665 4.104
C 2.179 -4.607 5.117
C 1.080 -5.399 5.420
C -0.105 -5.253 4.716
C -0.196 -4.310 3.697
C -1.523 -4.192 2.978
N -1.408 -3.497 1.677
C -1.321 -2.217 1.434
N -1.159 -2.039 0.100
C -1.169 -3.338 -0.399
N -1.314 -4.224 0.529
C 0.897 -3.520 3.392
H 2.264 3.630 1.753
H 2.741 3.627 0.051
H 1.862 0.904 -0.913
H -1.764 1.623 1.139
H 5.120 3.341 0.294
H 7.025 1.899 0.896
H 6.643 -0.222 2.124
H 2.456 0.577 2.232
H 3.110 -4.714 5.658
H 1.148 -6.136 6.207
H -0.954 -5.881 4.959
H -2.270 -3.654 3.562
H -1.921 -5.173 2.730
H -1.362 -1.449 2.190
H -1.066 -3.588 -1.443
H 0.875 -2.792 2.589
F -2.000 1.571 -2.468
C -2.880 2.378 -3.154
C -2.348 3.468 -3.743
F -1.063 3.687 -3.616
C -3.167 4.379 -4.515
C -4.564 4.013 -4.607
C -5.072 2.903 -4.002
F -6.357 2.661 -4.114
C -4.262 2.023 -3.236
C -4.813 0.873 -2.620
C -4.010 0.152 -1.772
N -3.264 -0.396 -1.048
C -6.140 0.367 -2.805
N -7.178 -0.092 -2.975
F -5.374 4.778 -5.272
C -2.657 5.507 -5.113
C -1.282 5.886 -5.000
N -0.185 6.215 -4.899
C -3.436 6.407 -5.896
N -4.019 7.135 -6.571
C 0.192 -1.532 -3.662
O -0.484 -0.985 -2.483
H -0.376 -2.395 -3.997
H 1.196 -1.808 -3.356
H 0.203 -0.752 -4.417